# 1
Entry from OMol25: C28H26AlF6N6O4S2 as an isolated structure (the ωB97M-V functional and the def2-TZVPD basis).

Last column: Löwdin charge in e.
Cartesian coordinates (Å):
Al (-0.568, 0.329, 0.141)  0.13
C (4.181, 3.176, -1.062)  -0.08
C (3.598, 2.165, -1.806)  -0.07
C (2.288, 1.772, -1.555)  -0.05
C (1.557, 2.382, -0.547)  -0.28
C (2.146, 3.403, 0.201)  -0.03
C (3.446, 3.800, -0.060)  -0.07
N (0.227, 1.968, -0.235)  0.06
C (-0.761, 2.927, -0.374)  -0.18
C (-0.620, 4.140, -1.067)  0.01
C (-1.676, 5.021, -1.132)  -0.03
C (-2.914, 4.772, -0.512)  -0.06
C (-3.088, 3.605, 0.181)  0.00
C (-2.027, 2.692, 0.232)  -0.18
N (-2.024, 1.498, 0.906)  0.02
N (-2.778, 1.177, 1.846)  0.19
C (-2.234, 0.025, 2.486)  -0.25
C (-2.924, -0.563, 3.528)  0.03
C (-2.275, -1.540, 4.265)  -0.02
C (-0.965, -1.875, 3.949)  -0.03
C (-0.362, -1.262, 2.867)  -0.07
N (-0.991, -0.344, 2.126)  0.12
H (5.197, 3.486, -1.265)  0.11
H (4.155, 1.687, -2.602)  0.11
H (1.812, 1.014, -2.158)  0.07
H (1.573, 3.879, 0.988)  0.12
H (3.891, 4.594, 0.525)  0.11
H (0.313, 4.371, -1.561)  0.12
H (-1.546, 5.937, -1.693)  0.12
H (-3.717, 5.490, -0.594)  0.11
H (-4.023, 3.357, 0.664)  0.12
H (-3.924, -0.225, 3.758)  0.13
H (-2.776, -2.013, 5.099)  0.12
H (-0.408, -2.590, 4.537)  0.12
H (0.654, -1.499, 2.584)  0.13
F (0.994, -2.608, -3.181)  0.08
C (0.860, -1.763, -4.227)  -0.74
F (0.267, -2.405, -5.219)  0.15
F (2.082, -1.397, -4.604)  0.13
S (-0.046, -0.215, -3.697)  0.92
O (0.207, -1.183, -0.317)  -0.04
O (-0.147, 0.564, -4.924)  -0.42
N (-1.455, -1.062, -3.409)  -0.36
S (-2.467, -0.523, -2.388)  0.63
O (-1.871, 0.157, -1.198)  -0.24
O (-3.482, -1.473, -2.054)  -0.25
C (-3.341, 0.935, -3.111)  -0.68
F (-2.455, 1.893, -3.353)  0.15
F (-3.950, 0.586, -4.228)  0.18
F (-4.237, 1.379, -2.231)  0.15
C (0.421, -5.457, -1.364)  0.02
N (-0.633, -4.699, -0.631)  -0.16
C (-1.386, -3.792, -1.537)  0.01
C (-0.113, -3.962, 0.592)  -0.06
C (1.193, -3.249, 0.414)  -0.18
C (2.359, -3.942, 0.758)  -0.05
C (3.606, -3.357, 0.680)  -0.07
C (3.698, -2.035, 0.269)  -0.04
C (2.562, -1.317, -0.053)  0.02
C (1.296, -1.900, 0.014)  -0.30
H (-0.058, -6.031, -2.152)  0.11
H (0.937, -6.120, -0.674)  0.11
H (1.120, -4.745, -1.791)  0.10
H (-1.303, -5.381, -0.278)  0.18
H (-0.715, -3.021, -1.896)  0.06
H (-2.205, -3.346, -0.983)  0.10
H (-1.778, -4.369, -2.371)  0.12
H (0.007, -4.735, 1.352)  0.14
H (-0.916, -3.292, 0.890)  0.12
H (2.276, -4.967, 1.103)  0.12
H (4.492, -3.917, 0.946)  0.11
H (4.666, -1.553, 0.208)  0.12
H (2.639, -0.281, -0.355)  0.10

- E_HOMO (eV) = -10.3
- HOMO-LUMO gap (eV) = 6.006
- charge = +1
- electronic energy (Eh) = -3350.0029
- max |F| (eV/A) = 0.7
- lowest unoccupied orbital energy (hartree) = -0.1585
- relative energy (zero: lowest compared OMol25 entry of this formula, charge and spin) (kcal per mole) = 0.0

=====

# 2
Entry from OMol25: C24H51FMnO7PS as an isolated structure at a distorted geometry (the ωB97M-V functional and the def2-TZVPD basis).

Last column: Löwdin charge in e.
Cartesian coordinates (Å):
C (2.281, -0.009, 4.120)  -0.14
O (1.647, -1.167, 4.607)  -0.20
C (0.283, -0.879, 4.959)  -0.19
C (-0.558, -0.203, 3.836)  -0.20
C (-2.038, -0.578, 3.977)  -0.17
C (-3.074, 0.236, 3.096)  -0.16
C (-2.530, 1.021, 1.869)  -0.20
C (-2.116, 2.466, 2.217)  -0.20
C (-1.159, 3.022, 1.143)  -0.19
C (0.189, 2.326, 1.237)  -0.22
C (1.428, 3.180, 0.969)  -0.19
C (1.686, 3.564, -0.495)  -0.17
C (2.684, 2.629, -1.213)  -0.11
C (2.399, 1.136, -1.081)  -0.33
O (3.612, 0.391, -0.931)  -0.23
P (3.274, -1.241, -1.137)  0.59
F (4.628, -1.802, -0.109)  -0.34
C (2.864, -3.086, -1.284)  -0.16
O (2.837, -3.721, 0.048)  -0.18
C (1.572, -3.615, 0.643)  -0.36
O (0.724, -4.611, 0.192)  -0.04
C (-0.320, -4.896, 1.111)  -0.15
C (-1.406, -3.834, 1.189)  -0.23
O (-2.477, -4.239, 0.355)  -0.04
O (1.854, -0.930, -1.988)  -0.31
C (1.602, 0.454, -2.234)  -0.76
S (2.393, 0.700, -3.883)  0.89
O (0.223, 0.494, -2.161)  -0.07
C (-0.362, 1.730, -2.565)  -0.18
C (-1.685, 1.401, -3.277)  -0.28
C (-2.524, 0.646, -2.222)  -0.06
C (-1.400, 0.501, -4.509)  -0.35
C (-2.355, -0.686, -4.662)  -0.09
C (-1.562, 1.364, -5.810)  -0.05
H (3.364, -0.110, 4.241)  0.09
H (1.988, 0.896, 4.653)  0.11
H (2.071, 0.137, 3.061)  0.05
H (-0.255, -1.770, 5.267)  0.12
H (0.327, -0.192, 5.807)  0.13
H (-0.481, 0.861, 4.000)  0.09
H (-0.142, -0.403, 2.855)  0.10
H (-2.146, -1.641, 3.776)  0.09
H (-2.292, -0.381, 5.018)  0.11
H (-3.819, -0.466, 2.723)  0.10
H (-3.609, 0.920, 3.750)  0.11
H (-1.739, 0.480, 1.359)  0.09
H (-3.357, 1.108, 1.166)  0.11
H (-1.731, 2.573, 3.227)  0.10
H (-3.011, 3.088, 2.183)  0.11
H (-1.039, 4.098, 1.275)  0.12
H (-1.647, 2.893, 0.178)  0.09
H (0.178, 1.448, 0.590)  0.09
H (0.307, 1.981, 2.247)  0.08
H (1.236, 4.115, 1.498)  0.11
H (2.307, 2.743, 1.444)  0.11
H (0.736, 3.642, -1.011)  0.09
H (2.126, 4.558, -0.490)  0.12
H (3.650, 2.823, -0.751)  0.13
H (2.770, 2.911, -2.260)  0.10
H (1.859, 0.843, -0.179)  0.11
H (2.484, -1.164, 0.157)  0.02
H (3.993, -1.355, -2.347)  0.08
H (3.519, -3.574, -1.995)  0.11
H (1.861, -3.190, -1.687)  0.11
H (1.713, -3.755, 1.742)  0.14
H (1.082, -2.641, 0.490)  0.12
H (-0.779, -5.828, 0.798)  0.14
H (0.066, -5.072, 2.121)  0.13
H (-1.789, -3.815, 2.213)  0.12
H (-1.050, -2.828, 0.957)  0.11
H (-3.090, -3.501, 0.260)  0.09
H (2.015, -0.418, -4.528)  -0.09
H (-0.621, 2.324, -1.690)  0.09
H (0.294, 2.348, -3.176)  0.12
H (-2.222, 2.306, -3.545)  0.14
H (-2.501, 1.187, -1.278)  0.06
H (-2.104, -0.339, -2.044)  0.08
H (-3.551, 0.536, -2.550)  0.08
H (-0.388, 0.116, -4.510)  0.09
H (-3.395, -0.434, -4.475)  0.08
H (-2.317, -1.060, -5.684)  0.08
H (-2.090, -1.535, -4.033)  0.08
H (-0.669, 1.258, -6.418)  0.07
H (-1.637, 2.416, -5.546)  0.07
H (-2.454, 1.053, -6.341)  0.07
Mn (3.363, -1.953, 1.475)  1.23

- E_HOMO (spin up / spin down) (eV) = -11.6 / -11.6
- HOMO-LUMO gap (spin up / spin down) (eV) = 6.041 / 6.041
- charge = +1
- electronic energy (Eh) = -3461.7545
- max |F| (eV/A) = 4.8
- lowest unoccupied orbital energy (spin up / spin down) (hartree) = -0.2046 / -0.2048
- spin multiplicity = 6

=====

# 3
Entry from OMol25: one molecule with the formula CHFN2 at a distorted geometry (the ωB97M-V functional and the def2-TZVPD basis).

Last column: Löwdin charge in e.
Cartesian coordinates (Å):
N (2.110, -0.383, -0.199)  0.08
C (1.007, -0.279, 0.105)  -0.12
N (-0.730, 0.035, 0.429)  0.04
F (-0.979, 1.223, -0.222)  -0.12
H (-1.407, -0.596, -0.112)  0.13

- E_HOMO (eV) = -11.7
- SMILES = N#CNF
- HOMO-LUMO gap (eV) = 11.129
- electronic energy (Eh) = -247.9064
- max |F| (eV/A) = 5.2
- lowest unoccupied orbital energy (hartree) = -0.0213
- relative energy (zero: lowest compared OMol25 entry of this formula, charge and spin) (kcal per mole) = 53.7

=====

Q: What is the formula in the second record?
A: C24H51FMnO7PS

=====

Q: Among the records above, which one has the highest electronic energy?
A: CHFN2

=====

Q: Look up the electronic energy of the third one.
A: -247.9064 Eh